[1]
{
  "formula": "C22H29N3O6S",
  "method": "ωB97M-V/def2-TZVPD",
  "elements": ["C", "O", "C", "C", "C", "C", "N", "C", "C", "N", "S", "O", "O", "C", "C", "N", "C", "O", "C", "O", "C", "C", "C", "C", "C", "C", "O", "C", "C", "C", "C", "C", "H", "H", "H", "H", "H", "H", "H", "H", "H", "H", "H", "H", "H", "H", "H", "H", "H", "H", "H", "H", "H", "H", "H", "H", "H", "H", "H", "H", "H"],
  "coordinates": [[-2.694, 1.941, -4.941], [-1.542, 1.965, -4.137], [-1.698, 1.835, -2.782], [-2.905, 1.644, -2.125], [-2.941, 1.518, -0.748], [-1.784, 1.557, 0.035], [-1.860, 1.497, 1.427], [-2.845, 0.633, 2.048], [-2.335, -0.815, 2.105], [-1.059, -0.840, 2.769], [-0.717, -2.078, 3.790], [0.608, -1.862, 4.298], [-1.804, -2.185, 4.720], [-0.732, -3.629, 2.823], [0.592, -3.848, 2.119], [0.818, -2.902, 1.048], [0.049, -2.855, -0.053], [-0.928, -3.552, -0.238], [0.537, -1.864, -1.113], [1.485, -1.000, -0.540], [2.181, -0.132, -1.340], [2.112, -0.072, -2.718], [2.884, 0.850, -3.412], [3.716, 1.711, -2.730], [3.788, 1.665, -1.343], [3.028, 0.750, -0.637], [3.005, 0.612, 0.723], [3.812, 1.469, 1.493], [-0.052, 0.052, 2.248], [-0.643, 1.468, 2.213], [-0.577, 1.759, -0.647], [-0.538, 1.904, -2.017], [-2.344, 2.075, -5.963], [-3.382, 2.754, -4.685], [-3.221, 0.983, -4.864], [-3.836, 1.598, -2.668], [-3.909, 1.400, -0.288], [-3.793, 0.669, 1.517], [-3.007, 0.991, 3.069], [-3.014, -1.437, 2.690], [-2.254, -1.215, 1.082], [-0.926, -4.410, 3.552], [-1.554, -3.573, 2.116], [0.604, -4.861, 1.697], [1.401, -3.741, 2.842], [1.562, -2.227, 1.136], [0.973, -2.460, -1.928], [-0.322, -1.308, -1.515], [1.452, -0.727, -3.263], [2.819, 0.891, -4.488], [4.314, 2.432, -3.266], [4.440, 2.350, -0.826], [3.629, 1.189, 2.530], [4.874, 1.336, 1.264], [3.539, 2.519, 1.348], [0.805, -0.009, 2.917], [0.253, -0.238, 1.237], [0.080, 2.183, 1.824], [-0.908, 1.769, 3.231], [0.360, 1.805, -0.118], [0.403, 2.065, -2.520]],
  "mulliken_charge": [-0.945, -0.468, 0.763, -0.974, -0.679, 0.419, 0.116, -1.609, -0.118, -0.079, 1.333, -0.708, -0.718, -0.868, -1.035, 0.095, 0.008, -0.678, -0.224, -0.198, 0.627, -0.669, -0.769, -0.752, -0.433, 0.700, -0.226, -1.129, 0.480, -1.718, 0.339, -0.637, 0.242, 0.362, 0.359, 0.394, 0.242, 0.410, 0.394, 0.679, 0.110, 0.503, 0.458, 0.370, 0.481, 0.288, 0.714, 0.171, 0.310, 0.388, 0.387, 0.449, 0.254, 0.393, 0.433, 0.704, -0.393, 0.529, 0.439, 0.175, 0.513],
  "e_homo_ev": -7.363,
  "homo_lumo_gap_ev": 8.0,
  "energy_ev": -50874.4530,
  "de_lowest_kcal_mol": 68.86
}

***

[2]
{
  "formula": "C22H29N3V",
  "method": "ωB97M-V/def2-TZVPD",
  "elements": ["V", "C", "N", "C", "C", "C", "C", "C", "C", "C", "N", "C", "C", "C", "C", "C", "C", "N", "C", "C", "H", "H", "H", "H", "H", "H", "H", "H", "H", "H", "H", "H", "H", "H", "H", "H", "H", "H", "H", "H", "C", "C", "C", "C", "C", "C", "H", "H", "H", "H", "H", "H", "H", "H", "H"],
  "coordinates": [[0.606, -0.319, -0.844], [1.580, 2.544, -1.069], [0.296, 1.881, -0.768], [-0.745, 2.370, -1.679], [-0.007, 2.069, 0.650], [-0.771, 3.135, 1.083], [-0.973, 3.348, 2.442], [-0.390, 2.486, 3.348], [0.374, 1.406, 2.921], [0.580, 1.158, 1.561], [1.272, 0.104, 0.970], [2.313, -0.648, 1.473], [2.684, -0.876, 2.807], [3.741, -1.717, 3.128], [4.465, -2.372, 2.149], [4.116, -2.168, 0.820], [3.073, -1.328, 0.488], [2.683, -1.140, -0.909], [3.791, -0.659, -1.741], [2.103, -2.376, -1.466], [1.498, 3.627, -0.929], [1.860, 2.337, -2.104], [2.344, 2.148, -0.402], [-0.799, 3.464, -1.689], [-1.701, 1.939, -1.393], [-0.507, 2.035, -2.689], [-1.216, 3.807, 0.363], [-1.579, 4.178, 2.779], [-0.540, 2.631, 4.410], [0.756, 0.731, 3.665], [2.144, -0.409, 3.610], [3.987, -1.865, 4.172], [5.282, -3.031, 2.409], [4.669, -2.671, 0.035], [4.593, -1.398, -1.833], [4.197, 0.248, -1.297], [3.412, -0.430, -2.738], [2.730, -3.253, -1.275], [1.950, -2.261, -2.537], [1.144, -2.590, -0.969], [-4.454, -2.532, -1.372], [-4.128, -1.054, -1.125], [-4.704, -0.205, -2.266], [-4.746, -0.609, 0.207], [-2.668, -0.870, -1.066], [-1.463, -0.695, -1.000], [-5.536, -2.678, -1.404], [-4.042, -3.152, -0.575], [-4.030, -2.869, -2.318], [-5.787, -0.338, -2.334], [-4.258, -0.490, -3.219], [-4.498, 0.854, -2.097], [-5.833, -0.720, 0.173], [-4.508, 0.435, 0.414], [-4.360, -1.213, 1.029]],
  "mulliken_spin": [0.981, -0.007, -0.009, 0.014, -0.024, 0.001, 0.000, 0.001, -0.002, 0.022, -0.008, 0.014, -0.001, 0.000, 0.000, -0.001, 0.014, 0.005, -0.001, -0.019, 0.002, 0.003, 0.005, 0.002, 0.003, -0.006, 0.000, 0.000, 0.000, 0.000, 0.000, 0.000, 0.000, 0.000, -0.001, 0.005, -0.006, 0.002, -0.004, 0.005, 0.005, 0.007, 0.003, 0.004, 0.031, -0.036, 0.000, -0.001, 0.000, 0.000, 0.000, 0.000, 0.000, -0.001, -0.001],
  "s2": 0.770,
  "e_homo_ev": [-6.527, -5.974],
  "spin_multiplicity": 2,
  "homo_lumo_gap_ev": [6.8, 6.3],
  "energy_ev": -53439.2264,
  "de_lowest_kcal_mol": 0.00
}